{"formula": "C37H58Br4N4O5PSbSi4SnTe", "method": "wB97M-V/def2-TZVPD", "total_charge": -2, "lumo_energy_ev": 3.89, "homo_lumo_gap_ha": 0.21171, "multiplicity": 1, "e_above_lowest_ev": 0.177, "homo_energy_ev": -1.87, "species": ["Sn", "Br", "C", "C", "C", "Br", "C", "C", "C", "C", "N", "C", "C", "O", "H", "H", "H", "H", "Br", "C", "C", "C", "Br", "C", "C", "C", "C", "N", "C", "C", "O", "H", "H", "H", "H", "C", "C", "O", "P", "O", "Te", "O", "C", "C", "H", "H", "H", "H", "H", "H", "H", "H", "H", "H", "C", "Si", "C", "C", "H", "H", "H", "H", "H", "H", "H", "H", "H", "C", "Si", "C", "C", "Sb", "Si", "C", "C", "C", "Si", "C", "C", "C", "H", "H", "H", "H", "H", "H", "H", "H", "H", "H", "H", "H", "H", "H", "H", "H", "H", "H", "H", "H", "H", "H", "H", "H", "H", "H", "H", "N", "C", "C", "C", "N", "H", "H", "H", "H"], "xyz": [[1.6179, 0.3868, 0.5746], [1.6068, 4.0810, -3.0878], [1.8221, 4.2762, -1.2061], [2.0112, 5.5609, -0.6781], [2.1843, 5.6789, 0.6775], [2.5094, 7.4313, 1.3841], [2.1302, 4.5843, 1.5449], [2.5207, 4.5742, 2.9465], [2.3275, 3.4849, 3.6922], [1.5065, 2.3461, 3.1414], [1.7277, 2.2060, 1.7219], [1.8516, 3.3272, 0.9887], [1.7669, 3.1450, -0.4262], [1.6275, 1.9253, -0.8871], [2.0375, 6.4226, -1.3280], [3.0522, 5.4331, 3.3396], [2.7029, 3.4255, 4.7047], [1.7746, 1.4001, 3.6341], [-1.4568, -3.6479, 2.7955], [-1.1232, -1.9897, 3.6679], [-0.8667, -2.0130, 5.0270], [-0.6157, -0.8298, 5.6812], [-0.2075, -0.9069, 7.5520], [-0.6321, 0.3912, 4.9978], [-0.4522, 1.6840, 5.6554], [-0.1810, 2.7740, 4.9422], [0.0162, 2.6286, 3.4572], [-0.8913, 1.6179, 2.9380], [-0.8826, 0.3899, 3.6248], [-1.1054, -0.8202, 2.8585], [-1.2740, -0.8154, 1.6086], [-0.8542, -2.9528, 5.5624], [-0.5664, 1.7337, 6.7309], [-0.0818, 3.7438, 5.4123], [-0.2097, 3.5726, 2.9507], [5.3662, -5.0356, 0.1000], [5.8787, -3.6581, 0.4743], [5.3027, -3.2175, 1.7003], [3.9696, -2.2964, 1.5735], [2.9520, -2.9885, 0.7401], [4.6287, -0.0775, 0.9680], [3.5420, -2.2041, 3.1077], [2.9602, -3.3492, 3.7395], [2.4420, -2.9060, 5.0886], [5.8416, -5.3782, -0.8216], [4.2879, -4.9991, -0.0411], [5.5868, -5.7531, 0.8905], [5.6640, -2.9314, -0.3167], [6.9604, -3.6645, 0.6309], [3.7247, -4.1274, 3.8324], [2.1487, -3.7239, 3.1099], [3.2467, -2.4798, 5.6859], [2.0206, -3.7572, 5.6255], [1.6645, -2.1549, 4.9694], [-1.6812, 3.0125, 0.4742], [-2.2745, 2.2498, 2.0794], [-3.6267, 0.9869, 1.8808], [-3.0184, 3.6484, 3.1182], [-2.5132, 3.3250, -0.1584], [-1.0680, 2.3151, -0.0943], [-1.0716, 3.8960, 0.6694], [-3.9713, 0.6595, 2.8643], [-3.2622, 0.1177, 1.3458], [-4.4745, 1.4270, 1.3560], [-3.8684, 4.1079, 2.6112], [-2.2877, 4.4321, 3.3149], [-3.3593, 3.2642, 4.0804], [-1.9864, -1.0073, -6.0810], [-0.7137, -0.5977, -4.7392], [0.2193, 0.9277, -5.3253], [0.4613, -2.0707, -4.7350], [-1.4811, -0.1018, -2.3394], [-2.3589, -2.4560, -1.8679], [-0.9581, -3.4068, -1.0704], [-2.9225, -3.4431, -3.3823], [-3.8015, -2.3897, -0.6687], [-3.6827, 1.0288, -3.0395], [-4.8709, 0.1320, -4.2252], [-3.1542, 2.6467, -3.8731], [-4.7776, 1.4946, -1.5784], [-1.5391, -0.7542, -7.0452], [-2.9204, -0.4640, -5.9933], [-2.2206, -2.0709, -6.0840], [0.8070, 0.6936, -6.2164], [0.8912, 1.2961, -4.5530], [-0.4680, 1.7377, -5.5725], [0.5896, -2.4292, -5.7597], [0.0834, -2.8967, -4.1353], [1.4361, -1.8017, -4.3414], [-0.1175, -3.5309, -1.7555], [-1.3032, -4.3999, -0.7719], [-0.6108, -2.8864, -0.1793], [-2.1202, -3.5634, -4.1074], [-3.7629, -2.9778, -3.8945], [-3.2327, -4.4384, -3.0546], [-3.4813, -1.9747, 0.2830], [-4.1774, -3.3998, -0.4909], [-4.6234, -1.7821, -1.0487], [-4.6776, 0.4004, -5.2620], [-5.8949, 0.4301, -3.9928], [-4.8143, -0.9507, -4.1471], [-3.1128, 2.5359, -4.9570], [-2.1684, 2.9653, -3.5387], [-3.8577, 3.4496, -3.6421], [-5.1181, 0.6298, -1.0126], [-5.6540, 2.0101, -1.9811], [-4.2745, 2.1663, -0.8851], [2.4907, -1.9258, -1.9482], [3.6137, -2.2292, -2.6148], [3.9938, -1.0959, -3.2989], [3.0406, -0.1333, -2.9278], [2.1334, -0.6475, -2.1136], [2.1140, -2.4366, -1.1588], [4.0551, -3.2068, -2.5444], [4.8494, -0.9730, -3.9367], [2.9745, 0.9085, -3.1907]], "atomic_forces_ev_per_a": [[-0.556, -0.058, -0.001], [0.008, -0.004, 0.010], [-0.023, 0.161, -0.192], [0.038, 0.080, -0.001], [-0.004, 0.147, -0.109], [0.002, 0.003, -0.002], [0.021, 0.002, 0.092], [0.044, 0.088, 0.046], [-0.012, -0.048, 0.017], [0.175, -0.157, 0.119], [0.014, -0.176, -0.017], [-0.030, 0.041, -0.037], [0.028, 0.003, 0.091], [0.009, -0.186, -0.073], [-0.018, -0.005, 0.009], [-0.003, -0.015, -0.004], [0.028, -0.002, 0.051], [-0.017, 0.130, -0.029], [0.017, -0.034, -0.045], [0.064, -0.022, -0.034], [-0.133, -0.044, 0.095], [-0.026, -0.067, 0.091], [-0.003, -0.017, -0.019], [0.011, -0.007, -0.018], [-0.055, 0.010, 0.088], [-0.035, 0.034, -0.021], [-0.060, 0.137, 0.099], [0.065, 0.003, -0.090], [0.106, -0.080, -0.051], [-0.080, -0.017, 0.053], [-0.039, 0.038, -0.100], [0.002, 0.011, -0.017], [-0.008, -0.007, 0.002], [0.044, 0.046, 0.019], [0.018, 0.038, 0.039], [0.032, 0.047, -0.003], [0.091, -0.064, -0.083], [-0.047, 0.060, 0.129], [-0.137, 0.159, 0.072], [-0.018, -0.034, -0.247], [0.208, -0.101, -0.081], [0.233, 0.134, -0.065], [-0.249, -0.117, 0.060], [0.099, -0.054, -0.060], [0.017, -0.014, -0.038], [-0.048, 0.011, -0.014], [0.023, -0.022, 0.035], [0.025, -0.011, -0.009], [-0.029, -0.014, -0.030], [-0.017, 0.008, 0.011], [0.029, -0.019, 0.043], [0.065, 0.006, 0.042], [-0.048, -0.019, 0.020], [0.007, 0.016, -0.012], [-0.074, -0.069, 0.108], [-0.028, 0.061, -0.124], [-0.007, 0.063, 0.095], [0.091, -0.072, -0.058], [-0.079, 0.055, -0.037], [0.054, -0.125, -0.075], [0.077, 0.079, 0.028], [-0.002, -0.029, 0.054], [0.020, -0.105, -0.129], [-0.085, 0.061, -0.017], [-0.086, 0.017, -0.073], [0.045, 0.102, 0.022], [-0.030, -0.040, 0.060], [0.042, 0.038, 0.119], [0.155, 0.008, 0.032], [-0.067, -0.088, -0.018], [-0.078, 0.081, -0.044], [-0.193, 0.002, -0.059], [-0.021, -0.130, 0.152], [-0.041, 0.014, -0.130], [0.008, 0.114, 0.071], [0.002, 0.025, -0.160], [-0.015, 0.046, -0.094], [0.085, 0.064, 0.082], [-0.084, -0.079, 0.041], [0.161, 0.022, -0.046], [0.040, -0.031, -0.083], [-0.082, 0.117, 0.011], [-0.031, -0.093, 0.026], [0.031, 0.001, -0.064], [0.073, 0.005, 0.089], [-0.068, 0.058, -0.018], [0.021, -0.021, -0.069], [-0.060, -0.081, 0.038], [0.142, 0.064, 0.048], [0.053, -0.004, -0.046], [0.005, -0.051, 0.030], [0.027, 0.096, 0.141], [0.096, -0.027, -0.064], [-0.094, 0.054, -0.033], [-0.021, -0.061, 0.023], [0.142, 0.074, 0.167], [-0.021, -0.066, 0.023], [-0.079, 0.025, -0.059], [0.019, 0.020, -0.089], [-0.074, 0.032, 0.019], [0.017, -0.127, 0.039], [0.017, -0.031, -0.098], [0.087, 0.039, 0.084], [-0.062, 0.032, -0.028], [-0.018, -0.104, 0.046], [-0.051, 0.032, 0.015], [0.048, 0.007, 0.025], [0.044, 0.030, 0.183], [0.127, -0.030, -0.133], [0.023, -0.079, 0.049], [-0.146, 0.047, -0.081], [0.019, 0.032, 0.119], [0.014, -0.078, 0.123], [0.044, -0.087, 0.018], [0.058, 0.005, -0.049], [-0.018, 0.096, -0.034]], "lowdin_charge": [1.000, 0.714, -0.604, -0.220, -0.636, 0.671, -0.215, -0.068, -0.035, -0.299, -0.125, -0.232, -0.445, -0.348, 0.076, 0.072, 0.103, 0.147, 0.708, -0.594, -0.252, -0.653, 0.669, -0.210, -0.063, -0.038, -0.300, -0.057, -0.147, -0.494, -0.197, 0.082, 0.067, 0.106, 0.125, -0.089, -0.325, -0.301, 0.064, -0.381, 0.437, -0.304, -0.279, -0.068, 0.068, 0.061, 0.070, 0.075, 0.111, 0.111, 0.106, 0.078, 0.079, 0.054, -0.135, 0.496, -0.150, -0.168, 0.017, -0.001, 0.035, 0.042, 0.005, 0.015, 0.020, 0.019, 0.026, -0.215, 0.280, -0.238, -0.219, 0.893, 0.265, -0.234, -0.228, -0.217, 0.283, -0.228, -0.238, -0.234, 0.023, -0.014, 0.015, 0.027, -0.015, 0.017, 0.029, 0.003, -0.008, 0.008, 0.028, 0.003, 0.000, 0.005, 0.023, 0.009, 0.027, 0.008, 0.003, 0.018, 0.001, 0.015, 0.011, 0.020, 0.014, 0.025, -0.002, -0.017, -0.131, -0.081, -0.183, -0.034, 0.103, 0.108, 0.082, 0.092]}

---

{"formula": "C37H58N4O2Pd", "method": "wB97M-V/def2-TZVPD", "total_charge": 2, "lumo_energy_ev": [-4.12, -7.42], "homo_lumo_gap_ha": [0.34664, 0.26813], "multiplicity": 5, "homo_energy_ev": [-13.55, -14.72], "species": ["Pd", "C", "N", "C", "C", "C", "N", "C", "C", "C", "C", "C", "C", "C", "O", "C", "C", "C", "C", "C", "C", "C", "C", "C", "C", "C", "C", "C", "C", "C", "O", "C", "C", "C", "C", "C", "C", "C", "C", "H", "H", "H", "H", "H", "H", "H", "H", "H", "H", "H", "H", "H", "H", "H", "H", "H", "H", "H", "H", "H", "H", "H", "H", "H", "H", "H", "H", "H", "H", "H", "H", "H", "H", "H", "H", "H", "H", "H", "H", "H", "H", "H", "H", "H", "H", "H", "H", "H", "H", "H", "H", "H", "H", "N", "C", "C", "C", "N", "H", "H", "H", "H"], "xyz": [[-1.5048, 1.2285, -0.7023], [-1.1857, 3.3466, -2.9021], [-1.1997, 3.2886, -1.4296], [-2.2912, 4.1151, -0.8856], [0.1232, 3.6532, -0.8925], [0.2243, 3.3571, 0.5869], [-0.0658, 1.9336, 0.8948], [1.1726, 1.1361, 0.9808], [2.0128, 0.9010, -0.2561], [3.3673, 0.9526, -0.0983], [4.2582, 0.4971, -1.0951], [3.7103, -0.0489, -2.2786], [2.3691, -0.1052, -2.5379], [1.4654, 0.4385, -1.5193], [0.2334, 0.5393, -1.7743], [1.8295, -0.6684, -3.8553], [2.9441, -1.2994, -4.6966], [1.2171, 0.4743, -4.6925], [0.7835, -1.7690, -3.5907], [5.7604, 0.5106, -0.9004], [6.4481, 1.1120, -2.1385], [6.2114, -0.9558, -0.7249], [6.1837, 1.3117, 0.3334], [-0.8114, 1.8641, 2.1875], [-1.3027, 0.4945, 2.5607], [-0.7532, -0.1938, 3.5897], [-1.2408, -1.4725, 3.9782], [-2.3423, -2.0016, 3.2848], [-2.9735, -1.3580, 2.2459], [-2.4358, -0.0571, 1.8407], [-2.9360, 0.6100, 0.8881], [-4.1504, -2.0016, 1.5137], [-3.7065, -2.3371, 0.0749], [-4.5913, -3.3121, 2.1781], [-5.3769, -1.0683, 1.5102], [-0.5553, -2.2113, 5.1064], [-0.6158, -1.3468, 6.3819], [-1.2011, -3.5670, 5.3993], [0.9172, -2.4364, 4.7070], [-1.0146, 4.3719, -3.2411], [-2.1396, 3.0019, -3.2901], [-0.3897, 2.7098, -3.2847], [-2.0772, 5.1783, -1.0257], [-2.4368, 3.9208, 0.1753], [-3.2129, 3.8741, -1.4091], [0.3205, 4.7162, -1.0628], [0.8695, 3.0823, -1.4422], [-0.4745, 3.9791, 1.1421], [1.2269, 3.6247, 0.9293], [0.8986, 0.1534, 1.3625], [1.8205, 1.5981, 1.7326], [3.7684, 1.3350, 0.8325], [4.3942, -0.4291, -3.0227], [3.6952, -0.5674, -5.0045], [2.5049, -1.7137, -5.6053], [3.4394, -2.1180, -4.1679], [1.9773, 1.2178, -4.9460], [0.4087, 0.9732, -4.1615], [0.8220, 0.0666, -5.6267], [1.2279, -2.5939, -3.0274], [0.4407, -2.1679, -4.5477], [-0.0834, -1.4019, -3.0450], [6.2808, 0.5193, -3.0391], [7.5249, 1.1461, -1.9660], [6.1027, 2.1322, -2.3255], [5.9764, -1.5583, -1.6050], [5.7337, -1.4127, 0.1457], [7.2928, -0.9816, -0.5743], [5.8321, 2.3463, 0.2850], [7.2720, 1.3355, 0.3855], [5.8278, 0.8575, 1.2617], [-1.6685, 2.5262, 2.0859], [-0.1797, 2.2519, 2.9918], [0.0700, 0.2505, 4.1402], [-2.7202, -2.9622, 3.5943], [-2.9449, -3.1202, 0.0862], [-3.3004, -1.4731, -0.4455], [-4.5611, -2.7107, -0.4939], [-3.8105, -4.0756, 2.1540], [-5.4475, -3.7092, 1.6309], [-4.9060, -3.1582, 3.2141], [-5.1797, -0.1133, 1.0288], [-5.7069, -0.8694, 2.5330], [-6.1988, -1.5644, 0.9902], [-1.6498, -1.1599, 6.6815], [-0.1134, -0.3853, 6.2569], [-0.1173, -1.8780, 7.1943], [-2.2412, -3.4591, 5.7168], [-0.6591, -4.0513, 6.2119], [-1.1620, -4.2348, 4.5349], [1.4580, -1.4942, 4.5888], [0.9921, -3.0034, 3.7751], [1.4155, -3.0080, 5.4922], [-4.2910, 0.3842, -2.0184], [-4.8843, -0.1119, -3.1173], [-3.9073, -0.2457, -4.0775], [-2.7327, 0.1928, -3.4550], [-2.9775, 0.5787, -2.2067], [-4.7006, 0.5546, -1.1159], [-5.9421, -0.3260, -3.1433], [-4.0241, -0.6141, -5.0829], [-1.7297, 0.2393, -3.8500]], "atomic_forces_ev_per_a": [[0.255, 0.126, 0.192], [0.027, 0.085, 0.013], [-0.037, -0.205, -0.050], [0.051, 0.056, -0.050], [-0.026, 0.039, 0.015], [0.088, -0.014, -0.027], [-0.312, 0.012, -0.148], [-0.045, -0.055, -0.096], [-0.097, 0.010, 0.003], [0.152, 0.052, -0.038], [-0.037, -0.009, -0.051], [0.062, 0.029, 0.059], [-0.076, 0.062, 0.005], [0.146, 0.069, -0.012], [-0.222, -0.129, -0.334], [-0.069, 0.040, 0.006], [0.044, 0.005, 0.026], [0.052, -0.080, 0.064], [0.034, 0.042, 0.011], [0.022, -0.046, 0.017], [-0.028, 0.041, -0.012], [0.001, 0.019, 0.000], [-0.030, 0.001, -0.002], [0.068, -0.077, 0.012], [0.041, 0.011, -0.180], [0.083, -0.109, 0.189], [-0.040, 0.032, -0.025], [0.022, 0.076, 0.056], [-0.037, 0.078, -0.004], [-0.079, -0.112, 0.122], [-0.306, -0.136, -0.222], [0.031, 0.038, -0.048], [-0.007, -0.030, 0.078], [0.011, 0.032, 0.025], [0.062, -0.030, 0.071], [0.033, -0.007, 0.038], [-0.022, -0.013, -0.029], [-0.006, 0.022, -0.013], [-0.008, -0.008, 0.016], [0.012, 0.027, 0.016], [-0.044, -0.007, 0.006], [-0.029, 0.023, 0.055], [0.007, 0.022, -0.023], [0.018, -0.006, 0.008], [-0.025, -0.040, -0.015], [-0.006, 0.044, -0.036], [0.014, 0.019, -0.052], [-0.012, 0.021, 0.024], [0.026, -0.013, 0.067], [-0.122, -0.107, 0.054], [0.036, -0.024, 0.074], [0.003, -0.060, -0.045], [0.009, 0.007, 0.069], [-0.039, -0.051, 0.009], [0.019, 0.021, 0.037], [-0.014, 0.045, -0.034], [-0.047, -0.035, 0.014], [-0.014, -0.027, -0.017], [0.024, 0.035, 0.063], [-0.033, 0.040, -0.027], [0.020, -0.002, 0.041], [0.025, -0.007, 0.009], [0.010, 0.035, 0.044], [-0.041, -0.005, -0.013], [0.032, -0.054, 0.007], [0.018, 0.028, 0.046], [0.038, 0.018, -0.051], [-0.056, -0.008, -0.014], [0.032, -0.050, 0.010], [-0.023, 0.004, 0.006], [0.016, 0.028, -0.042], [-0.050, 0.072, 0.009], [0.057, 0.016, 0.029], [-0.030, -0.071, -0.031], [0.044, 0.001, 0.003], [-0.017, 0.030, -0.010], [0.002, 0.043, -0.023], [0.028, -0.004, 0.026], [-0.027, 0.041, 0.002], [0.032, 0.011, 0.018], [0.015, -0.017, -0.075], [0.021, 0.020, 0.012], [0.008, 0.017, -0.065], [0.029, 0.021, 0.010], [0.063, -0.013, -0.014], [-0.022, -0.048, 0.011], [-0.016, 0.028, -0.019], [0.049, -0.022, -0.014], [-0.021, 0.012, -0.019], [0.002, 0.027, 0.044], [-0.022, -0.052, -0.002], [-0.006, 0.024, 0.058], [-0.004, 0.036, -0.036], [-0.138, 0.049, -0.013], [-0.033, 0.016, 0.005], [0.095, -0.023, -0.034], [-0.074, -0.047, -0.152], [0.278, -0.086, 0.052], [0.010, 0.016, 0.122], [0.096, 0.025, 0.041], [0.003, 0.029, 0.067], [-0.023, 0.014, 0.031]], "nbo_charge": [1.258, -0.427, -0.409, -0.435, -0.236, -0.250, -0.454, -0.254, -0.100, -0.162, 0.153, -0.177, -0.005, 0.491, -0.670, -0.079, -0.614, -0.597, -0.608, -0.114, -0.597, -0.592, -0.611, -0.252, -0.131, -0.134, 0.155, -0.192, 0.015, 0.501, -0.706, -0.097, -0.595, -0.611, -0.601, -0.115, -0.595, -0.612, -0.595, 0.214, 0.227, 0.221, 0.218, 0.210, 0.230, 0.224, 0.222, 0.222, 0.226, 0.237, 0.207, 0.225, 0.233, 0.214, 0.234, 0.219, 0.220, 0.193, 0.227, 0.219, 0.224, 0.213, 0.212, 0.234, 0.217, 0.214, 0.214, 0.235, 0.213, 0.238, 0.209, 0.231, 0.213, 0.220, 0.240, 0.219, 0.199, 0.225, 0.215, 0.234, 0.220, 0.203, 0.226, 0.224, 0.223, 0.205, 0.235, 0.219, 0.236, 0.215, 0.203, 0.215, 0.236, -0.318, 0.002, -0.321, -0.015, -0.395, 0.435, 0.250, 0.261, 0.234]}